(1)
DFT (wB97M-V/def2-TZVPD) results for a molecular structure, C23H32N4O3 at a distorted geometry.

```
62
Properties=species:S:1:pos:R:3:forces:R:3
C 0.240030 4.548674 -4.182285 -0.8 -5.8 -2.8
H -0.825428 4.591777 -4.058664 -0.4 0.8 -0.2
H 0.824984 5.378046 -4.240994 1.0 2.7 -0.3
H 0.456419 3.837950 -5.116655 -0.7 2.0 1.0
C 0.765510 3.654322 -3.128317 -1.4 6.3 5.7
N 2.176778 3.634667 -3.124607 -1.4 2.0 1.0
C 2.682631 2.635856 -3.649426 11.1 -8.9 -2.4
O 4.130215 2.307338 -3.750348 -7.0 2.8 0.7
C 2.005152 1.289320 -4.022305 -1.2 1.0 4.6
N 1.222356 0.718351 -2.813592 4.9 2.2 -0.4
C 2.007388 0.709681 -1.514549 -11.9 -3.1 -3.9
C 1.109046 0.120042 -0.735736 -4.6 -1.3 2.6
C -0.373342 -0.222289 -1.533991 8.9 4.5 2.3
C -1.515738 -0.522035 -0.980469 -4.4 -1.5 -6.9
C -2.463258 -0.701167 -2.100795 -0.4 2.2 2.6
C -2.334328 -0.059716 -3.368829 -3.0 -4.1 5.0
C -1.189246 0.263550 -3.763645 9.2 3.1 2.9
C -0.113916 0.408742 -2.758560 -1.0 -3.2 0.1
H -0.754427 0.515923 -4.607403 0.5 1.4 -5.0
H -3.071880 -0.123651 -4.032232 -3.3 -0.4 -2.4
H -3.446588 -1.015686 -1.859996 -0.9 -0.3 0.3
H -1.740798 -0.665129 -0.026012 -0.8 -1.0 3.8
C 1.308525 -0.053299 0.795407 -3.2 -1.2 -7.3
O 2.338535 0.134943 1.226105 8.0 1.9 3.8
C 0.316061 -0.531299 1.637725 -13.8 5.1 5.0
O -0.685492 0.473157 2.016843 6.2 -3.3 -2.2
N -0.232956 -1.722643 1.931838 8.8 -1.5 -1.4
C 0.973585 -2.693812 1.749618 -5.4 -1.5 -5.5
H 1.001676 -2.482620 0.530591 1.1 -1.3 3.0
H 0.339029 -3.647066 1.849775 2.1 0.6 -0.1
H 1.897550 -2.616334 2.240601 0.8 0.5 1.0
C -1.058694 -2.058284 2.939356 -6.4 5.2 5.7
C -2.155215 -2.957237 2.548857 -1.1 -3.0 -1.8
C -3.304311 -3.221496 3.478521 -0.2 0.6 3.5
N -2.732524 -3.638086 4.781850 0.9 1.5 2.1
C -2.182351 -4.980067 5.018543 -4.0 -0.5 -10.7
H -3.066689 -5.786565 4.526169 2.0 2.1 1.9
H -2.140252 -5.101777 5.972584 1.2 -1.4 5.7
H -1.432680 -5.244464 4.199750 0.3 0.1 2.0
C -1.588970 -2.560969 5.362870 -5.6 -8.3 -1.3
C -0.707314 -2.439228 4.402380 13.4 1.8 -7.3
H 0.138145 -1.475531 4.776103 -1.9 -2.8 -1.0
H 0.001295 -3.352002 4.084201 -1.2 1.3 1.9
H -1.380698 -3.118034 6.158067 1.6 -1.3 3.7
H -2.043058 -1.756685 5.484504 -4.4 7.1 1.9
H -4.069430 -4.029978 3.301443 1.0 0.9 -0.9
H -3.877691 -2.282504 3.775955 0.6 -0.9 -0.8
H -1.876909 -4.007810 2.261379 0.8 0.6 0.4
H -2.518336 -2.643033 1.631633 -1.0 1.0 -2.1
H -1.548436 -0.883569 3.180107 0.6 -3.1 -1.0
H 2.926578 0.833267 -1.403831 7.9 1.7 0.4
H 2.605502 0.529920 -4.421288 1.3 -0.4 -0.5
H 1.190495 1.477208 -4.547910 -3.3 0.9 -3.7
C 2.973229 4.666614 -2.541008 -3.8 -0.4 4.9
C 3.207954 4.531609 -0.990369 13.1 -0.5 -6.2
H 3.930219 5.512457 -0.571199 -1.9 -2.9 -1.5
H 3.878381 3.544332 -0.934932 -1.9 2.1 0.7
H 2.436480 4.641488 -0.549688 -9.9 0.4 6.2
H 2.697353 5.636035 -2.720371 -2.1 2.3 -0.7
H 3.837433 4.706084 -2.910990 7.0 -0.8 -3.4
H 0.247376 2.781062 -2.843663 -0.2 -1.0 -0.2
H 0.565043 4.511649 -2.058117 0.3 -2.9 -2.5
```
Forces are in eV/Å.

Summary:
- LUMO: 0.1 eV
- HOMO-LUMO gap: 8.05 eV
- Energy above the lowest of the compared OMol25 structures with the same formula, charge and spin: 2333.2 kJ/mol
- Molar mass: 412.53 g mol⁻¹

Atomic partial charges in e from the natural (NBO) method, atoms 1 to 5: C -0.60; H 0.23; H 0.21; H 0.18; C -0.16

(2)
DFT (wB97M-V/def2-TZVPD) results for a single C23H32N4O5 molecule.

```
64
Properties=species:S:1:pos:R:3:forces:R:3
C -1.443223 3.591026 -5.116444 -0.4 0.4 -0.1
O -0.343697 2.706805 -5.171576 0.2 -0.4 0.2
C -0.134743 1.755898 -4.232638 0.2 -0.2 0.0
C 1.025517 1.017052 -4.436629 -0.1 0.1 0.1
C 1.400859 -0.004089 -3.575656 -0.7 0.1 0.5
N 2.539238 -0.745961 -3.769256 0.3 0.1 -0.3
C 2.995594 -1.705104 -2.905603 -0.1 0.1 -0.4
O 4.029326 -2.300543 -3.104495 0.3 -0.1 0.1
N 2.175153 -1.978333 -1.823840 -0.1 -0.3 0.1
C 2.732217 -2.852843 -0.802612 0.2 -0.3 0.2
C 3.810854 -2.100954 -0.007500 -0.1 0.1 -0.2
C 3.306402 -0.713341 0.365984 0.5 -0.3 0.1
O 3.421937 0.201392 -0.436459 0.0 0.1 -0.4
N 2.761512 -0.519144 1.584770 0.0 0.3 0.3
C 2.331191 -1.522879 2.530620 -0.2 -0.4 0.0
C 0.802296 -1.602269 2.557386 0.1 0.2 0.2
C 0.202349 -0.234488 2.904132 0.2 -0.1 -0.3
N -1.244068 -0.325435 3.006685 0.0 0.1 0.1
C -1.859029 0.676273 3.852918 -0.1 -0.1 0.3
C -3.278323 0.237368 4.209063 0.0 0.3 -0.1
C -4.103233 0.045755 2.941209 0.0 -0.3 0.1
C -3.377340 -0.926502 2.017687 0.0 0.3 -0.1
C -1.961375 -0.422862 1.749613 -0.2 -0.4 0.0
C 0.730994 0.800952 1.897502 0.1 -0.1 0.4
C 2.256562 0.800489 1.913945 -0.1 0.4 -0.3
C 0.975489 -1.345478 -1.547051 -0.2 0.0 -0.2
O 0.305913 -1.668213 -0.580118 0.0 0.1 0.0
C 0.588382 -0.302238 -2.482821 0.1 0.3 -0.3
C -0.577048 0.435552 -2.269258 0.1 0.0 -0.2
C -0.957311 1.456633 -3.115901 -0.1 0.0 0.1
O -2.096933 2.196206 -2.928472 0.3 0.0 -0.3
C -2.883048 1.932284 -1.791634 -0.1 0.0 0.1
H -1.429568 4.195171 -4.207779 0.0 0.0 -0.1
H -2.393551 3.058863 -5.183442 0.1 0.1 0.0
H -1.325458 4.238024 -5.985489 0.0 0.0 0.1
H 1.633824 1.270442 -5.290259 0.1 0.1 -0.1
H 3.156682 -0.517025 -4.536246 0.0 -0.2 0.2
H 1.904744 -3.158975 -0.160449 0.1 0.0 -0.1
H 3.172057 -3.722789 -1.294464 -0.1 0.1 0.1
H 4.128784 -2.689821 0.849732 0.0 0.0 0.0
H 4.667368 -1.947747 -0.667063 -0.1 0.0 0.1
H 2.746117 -2.497099 2.279801 0.1 0.1 0.0
H 2.705001 -1.233879 3.521601 0.0 -0.1 0.0
H 0.480145 -2.338980 3.293232 0.0 0.0 0.1
H 0.452081 -1.912428 1.574931 0.0 -0.1 0.0
H 0.563477 0.045721 3.903434 0.0 0.0 -0.1
H -1.269029 0.777152 4.767603 0.0 0.0 -0.1
H -1.899846 1.667167 3.361642 0.0 0.0 0.0
H -3.223730 -0.708285 4.750075 0.0 0.0 0.1
H -3.740392 0.982489 4.859483 0.0 0.0 0.1
H -5.097515 -0.330793 3.189091 0.0 0.1 0.0
H -4.223920 1.007805 2.435622 -0.1 0.1 0.0
H -3.316965 -1.905424 2.494298 0.0 -0.1 0.0
H -3.915817 -1.033843 1.074143 0.0 -0.1 0.0
H -1.439896 -1.113015 1.087792 0.0 0.1 -0.1
H -2.028340 0.561131 1.247244 0.1 0.0 -0.1
H 0.397551 0.536225 0.893737 -0.1 0.0 -0.1
H 0.360593 1.798001 2.143061 0.0 0.1 0.0
H 2.652152 1.500464 1.176260 0.0 -0.1 0.2
H 2.626865 1.074186 2.908642 0.0 0.0 0.0
H -1.168623 0.165691 -1.409702 -0.1 0.0 0.1
H -3.706506 2.643467 -1.838829 0.0 -0.1 0.1
H -3.282589 0.913674 -1.803225 0.0 0.0 0.0
H -2.318109 2.091421 -0.868030 0.0 0.0 0.0
```
Forces are in eV/Å.

Summary:
- LUMO: 0.6 eV
- HOMO-LUMO gap: 8.72 eV
- Energy above the lowest of the compared OMol25 structures with the same formula, charge and spin: 135.0 kJ/mol
- SMILES: COc1cc2[nH]c(=O)n(CCC(=O)N3CCC(N4CCCCC4)CC3)c(=O)c2cc1OC
- Molar mass: 444.53 g mol⁻¹

Atomic partial charges in e from the natural (NBO) method, atoms 1 to 5: C -0.24; O -0.49; C 0.32; C -0.29; C 0.22

(3)
DFT (wB97M-V/def2-TZVPD) results for a molecular structure, C23H33AsCl4FeN6O3 at a distorted geometry.

```
71
Properties=species:S:1:pos:R:3:forces:R:3
Fe 0.658398 0.142141 0.336785 -0.7 -0.1 0.4
Cl 0.676776 -2.957911 -5.795991 0.0 -0.1 0.0
C 0.356765 -2.563954 -4.161427 0.2 0.6 -0.1
C -0.133209 -3.555242 -3.273427 -0.2 -0.2 0.4
Cl -0.413029 -5.138471 -3.854073 0.0 0.1 0.0
C -0.382562 -3.252947 -1.943100 0.0 -0.4 -0.3
Cl -0.951139 -4.453357 -0.850808 0.0 0.0 0.1
C -0.166169 -1.959671 -1.447047 -0.1 0.1 0.1
O -0.408277 -1.607492 -0.240287 0.1 0.3 0.3
C 0.369871 -0.948262 -2.346380 -0.1 0.4 0.4
O 0.591374 0.206823 -1.868704 0.8 -0.4 0.4
C 0.593346 -1.284708 -3.702872 0.0 -0.3 -0.6
Cl 1.195429 -0.060279 -4.743105 0.0 0.0 0.1
C 3.559618 -3.883493 1.013417 -0.1 0.1 0.1
C 3.172515 -3.105959 2.095269 0.1 0.0 -0.1
C 2.612848 -1.864593 1.856348 0.1 0.0 0.1
N 2.416250 -1.379707 0.625223 -0.5 0.3 -0.1
C 2.792443 -2.134559 -0.411594 0.1 0.0 -0.1
C 3.363594 -3.385387 -0.264214 0.0 0.0 0.0
H 4.014395 -4.852656 1.167220 0.0 0.0 0.0
H 3.307743 -3.452736 3.109896 0.0 0.0 0.0
H 2.305077 -1.222034 2.668274 0.0 -0.1 0.0
H 2.632475 -1.712168 -1.396265 0.0 0.0 0.0
H 3.649439 -3.952861 -1.138381 0.0 0.0 0.0
C -3.281607 2.825803 -1.543774 0.2 0.0 -0.3
As -1.695471 1.806550 -2.160849 -0.8 -0.1 0.0
C -2.486220 1.214891 -3.866401 0.1 0.2 0.0
C -0.623843 3.307299 -2.803855 0.0 0.0 -0.1
H -3.694246 3.399120 -2.374535 0.0 0.1 0.1
H -3.008535 3.509870 -0.740079 0.0 0.0 0.0
H -4.038800 2.131236 -1.182239 0.0 0.0 0.0
H -2.637513 2.066218 -4.531402 0.0 0.0 0.0
H -3.452595 0.753192 -3.665132 0.0 0.0 0.0
H -1.846186 0.489084 -4.366317 0.0 0.0 0.0
H -1.239506 3.985386 -3.395318 0.0 0.0 0.0
H 0.186696 2.929895 -3.425911 0.0 0.0 0.0
H -0.195775 3.847298 -1.960266 0.0 0.0 0.0
C -2.217825 -2.324520 4.570801 0.1 0.0 -0.1
C -1.557254 -2.812583 3.295780 -0.1 0.0 0.1
N -0.943062 -1.673770 2.633315 0.3 0.0 0.2
C -0.275444 -0.693297 3.316116 -0.2 -0.1 -0.2
N 0.476804 0.125626 2.626104 0.1 0.0 -0.9
C 1.151810 1.238863 3.286775 -0.1 0.0 0.1
C 0.443128 1.647170 4.567694 0.1 -0.1 0.0
C 0.262569 0.401013 5.413951 0.0 0.1 0.0
N -0.486272 -0.593547 4.656414 0.0 0.0 -0.1
C -1.166744 -1.633500 5.419183 -0.1 -0.1 0.0
H -2.659926 -3.155951 5.117067 0.0 0.0 0.0
H -3.008628 -1.612896 4.322514 0.0 0.0 0.0
H -2.290132 -3.244986 2.615560 0.0 0.0 0.0
H -0.818199 -3.587223 3.531209 0.0 0.0 0.0
H -0.618042 -1.819870 1.686305 -0.1 -0.1 -0.1
H 1.191676 2.071470 2.580672 0.0 0.0 0.1
H 2.190438 0.964683 3.512804 0.0 0.0 0.0
H -0.537244 2.065753 4.331837 0.0 0.0 0.0
H 1.015703 2.399530 5.109165 0.0 0.0 0.0
H -0.296540 0.620939 6.323480 0.0 0.0 0.0
H 1.240708 0.002292 5.708374 0.0 0.0 0.1
H -1.631033 -1.156276 6.283155 0.0 0.0 0.0
H -0.447044 -2.370396 5.795562 0.0 0.0 0.0
C -3.342818 2.639886 2.983741 0.0 -0.1 -0.2
N -2.104590 2.648669 2.229561 0.0 0.1 0.1
C -1.714596 1.723979 1.333994 -0.1 0.0 -0.1
N -2.511791 0.659902 1.123834 0.1 0.0 0.1
O -0.652285 1.895021 0.691017 0.7 -0.6 0.0
H -3.317656 3.460171 3.695083 0.0 0.0 0.0
H -3.445773 1.707932 3.544790 0.0 0.0 0.0
H -4.214330 2.769562 2.338012 0.0 0.0 0.0
H -1.526241 3.470614 2.255030 0.1 0.0 0.0
H -3.287864 0.448808 1.725172 0.0 0.0 0.0
H -2.144971 -0.078923 0.543054 -0.1 0.0 -0.1
```
Forces are in eV/Å.

Summary:
- ⟨S²⟩: 8.778
- LUMO (alpha / beta): -2.1 / -4.6 eV
- Multiplicity: 6
- HOMO-LUMO gap (alpha / beta): 7.86 / 5.40 eV
- Energy above the lowest of the compared OMol25 structures with the same formula, charge and spin: 162.4 kJ/mol
- Molar mass: 714.14 g mol⁻¹
- Charge: +1

Atomic partial charges in e from the Löwdin method, atoms 1 to 5: Fe 0.96; Cl 0.73; C -0.69; C -0.68; Cl 0.74

The lowest energy above the lowest of the compared OMol25 structures with the same formula, charge and spin belongs to which entry? C23H32N4O5

Which of these has the lowest energy above the lowest of the compared OMol25 structures with the same formula, charge and spin? C23H32N4O5

Among the records above, which one has the highest energy above the lowest of the compared OMol25 structures with the same formula, charge and spin? C23H32N4O3